(1)
Molecular formula: C2H8N4S
Method: DFT, ωB97M-V with the def2-TZVPD basis set

Net charge = +2
HOMO energy (alpha / beta) = -17.360 / -19.616 eV
DFT total energy = -697.24495 hartree
Kohn-Sham gap (alpha / beta) = 6.0 / 7.7 eV
Spin multiplicity = 3

Each line ends with the Mulliken charge.
Element x y z (Å)
S: 0.55902 1.75244 -1.59273  0.28
N: 0.79074 -1.20265 -0.46064  -0.13
N: -0.80703 0.81466 1.95263  0.05
N: -1.50613 -0.15785 2.34531  -0.25
N: -0.09812 0.98770 -0.26500  -0.35
C: 0.76357 -1.58878 -1.72637  -0.61
C: -0.44896 1.47686 0.89321  0.28
H: -1.24320 -0.50384 3.32424  0.34
H: -2.30194 -0.68639 1.92545  0.30
H: 0.58665 2.94799 -1.18637  0.23
H: 1.49035 -1.10133 -2.46614  0.40
H: -0.22919 -1.88088 -2.10912  0.38
H: 1.71849 -0.67368 -0.12710  0.39
H: -0.28436 2.50608 1.14800  0.31
H: 1.01012 -2.69032 -1.65538  0.38

(2)
Molecular formula: C2H8N6
Method: DFT, ωB97M-V with the def2-TZVPD basis set

HOMO energy = -8.756 eV
DFT total energy = -409.07372 hartree
Kohn-Sham gap = 7.6 eV
Spin multiplicity = 1

Each line ends with the Mulliken charge.
Element x y z (Å)
N: 2.61441 0.30729 -0.40360  -0.79
N: -0.65102 1.79622 0.36794  -0.28
N: -0.38390 -1.64166 -0.32429  -0.55
N: 1.58245 -0.66284 0.01998  0.04
N: -1.67383 1.37748 -0.60533  -0.47
N: -1.72676 -1.31949 0.20855  -0.63
C: 0.28541 -0.55077 -0.02582  0.62
C: 0.04853 0.78005 0.66610  -0.25
H: 2.62232 0.93159 0.50733  0.35
H: -1.97389 0.21720 -0.15284  0.38
H: -2.33752 -2.08796 -0.96803  0.34
H: -2.34263 2.08972 -1.01071  0.20
H: 1.99687 -1.62008 -0.03746  0.28
H: 2.17459 1.24381 -0.86739  0.35
H: -1.43745 -2.26002 1.59650  0.29
H: 1.20242 1.39946 1.02909  0.12

(3)
Molecular formula: C2H8NO
Method: DFT, ωB97M-V with the def2-TZVPD basis set

Net charge = -1
HOMO energy = -2.433 eV
DFT total energy = -210.94708 hartree
Kohn-Sham gap = 6.6 eV
Spin multiplicity = 1

Each line ends with the Mulliken charge.
Element x y z (Å)
O: 1.46199 1.87960 -0.82046  -1.15
N: -0.04744 -0.36943 0.62025  -0.41
C: 0.20984 -1.45577 -0.26644  -0.91
C: -1.47549 -0.05810 0.68334  -0.84
H: 0.04100 -1.28123 -1.33807  0.32
H: -2.01667 -0.49347 -0.16752  0.27
H: 1.22231 -1.84298 -0.18361  0.30
H: -0.50614 -2.26652 -0.05862  0.34
H: 0.38135 0.54943 0.41059  0.33
H: -1.93902 -0.62977 1.52326  0.26
H: 1.01167 1.11861 -1.16737  0.16
H: -1.76388 0.97382 0.84340  0.32

(4)
Molecular formula: C2H8NO
Method: DFT, ωB97M-V with the def2-TZVPD basis set

Net charge = -1
HOMO energy = -2.417 eV
DFT total energy = -210.94511 hartree
Kohn-Sham gap = 7.1 eV
Spin multiplicity = 1

Each line ends with the Mulliken charge.
Element x y z (Å)
O: -0.06779 0.89577 -2.16132  -1.13
N: -0.44862 -0.48196 1.09482  -0.52
C: 0.11134 -1.36642 0.07346  -0.74
C: -0.02124 0.91426 0.79028  -0.72
H: -0.47362 -2.29157 0.02895  0.31
H: 0.16452 -1.01322 -0.96282  0.30
H: 0.65816 1.51803 -2.16985  0.15
H: 1.07294 1.03980 0.83692  0.26
H: -1.41211 -0.31368 0.81500  0.29
H: 1.08841 -1.70046 0.44447  0.25
H: -0.49097 1.59627 1.50354  0.30
H: -0.18104 1.20317 -0.29343  0.26

(5)
Molecular formula: C2H8NO
Method: DFT, ωB97M-V with the def2-TZVPD basis set

Net charge = +1
HOMO energy = -16.492 eV
DFT total energy = -210.73170 hartree
Kohn-Sham gap = 11.5 eV
Spin multiplicity = 1

Each line ends with the Mulliken charge.
Element x y z (Å)
O: 1.98419 0.96342 -0.92135  -0.65
N: -0.61719 0.24457 -0.61047  -0.20
C: -0.45841 -0.71061 0.22738  0.28
C: -1.35759 -0.80603 1.42425  -1.02
H: 2.65426 0.72604 -1.55546  0.33
H: 2.43055 1.34026 -0.13454  0.32
H: -1.42499 0.85315 -0.59650  0.29
H: -2.31423 -1.25978 1.16123  0.35
H: 0.31234 -1.44728 0.02737  0.37
H: -1.62308 0.21458 1.71259  0.33
H: 0.17954 0.68081 -1.11240  0.29
H: -0.86423 -1.22012 2.29373  0.33

(6)
Molecular formula: C2H8NO
Method: DFT, ωB97M-V with the def2-TZVPD basis set

Net charge = +1
HOMO energy = -14.171 eV
DFT total energy = -210.73651 hartree
Kohn-Sham gap = 10.3 eV
Spin multiplicity = 1

Each line ends with the Mulliken charge.
Element x y z (Å)
O: 0.85657 -0.31281 -0.13361  -0.52
N: -1.17945 -1.36480 -1.62469  -0.47
C: 1.29676 0.37798 0.75293  0.17
C: 0.48537 1.42655 1.47058  -0.86
H: 1.09422 2.07962 2.08384  0.33
H: -0.17213 0.83424 2.12323  0.26
H: -1.16221 -0.67642 -0.86238  0.34
H: -0.12401 1.95266 0.74353  0.27
H: -2.05915 -1.30260 -2.14912  0.38
H: 2.34319 0.29985 1.10043  0.35
H: -0.90756 -2.25348 -1.20681  0.37
H: -0.47160 -1.06080 -2.29792  0.38

(7)
Molecular formula: C2H8NO
Method: DFT, ωB97M-V with the def2-TZVPD basis set

Net charge = +1
HOMO energy = -14.500 eV
DFT total energy = -210.70352 hartree
Kohn-Sham gap = 9.1 eV
Spin multiplicity = 1

Each line ends with the Mulliken charge.
Element x y z (Å)
O: 1.01223 -1.52764 3.54274  -0.65
N: -0.42746 0.77574 -0.73544  -0.01
C: 0.40137 -0.16322 -0.53038  -0.07
C: -1.00179 0.93867 -2.10469  -0.75
H: -2.04113 1.24004 -2.06150  0.31
H: -0.44995 1.79312 -2.50888  0.35
H: 0.91001 -0.58725 -1.39211  0.24
H: 0.55684 -1.50120 4.40980  0.34
H: -0.80330 0.08805 -2.74287  0.32
H: 1.83578 -1.95944 3.69713  0.32
H: 0.91027 -0.36751 0.40790  0.28
H: -0.90287 1.27065 0.01830  0.32

(8)
Molecular formula: C2H8NO
Method: DFT, ωB97M-V with the def2-TZVPD basis set

Net charge = +1
HOMO energy = -13.726 eV
DFT total energy = -210.69226 hartree
Kohn-Sham gap = 9.9 eV
Spin multiplicity = 1

Each line ends with the Mulliken charge.
Element x y z (Å)
O: -1.30723 0.23991 -0.45458  -0.53
N: 0.07774 -0.70683 1.61435  -0.43
C: 0.97970 0.14203 -1.17650  -0.86
C: -0.24323 0.66314 -1.26046  0.11
H: -2.03836 0.85432 -0.57277  0.36
H: -0.56495 -1.49608 1.61037  0.34
H: 1.08506 -0.82266 1.57618  0.42
H: -0.27420 -0.13434 2.38513  0.41
H: 1.10742 -0.91584 -0.95015  0.40
H: 1.77591 0.73254 -1.60797  0.25
H: -0.14460 0.00345 0.83705  0.25
H: -0.45326 1.44038 -2.00064  0.29

(9)
Molecular formula: C2H8NO
Method: DFT, ωB97M-V with the def2-TZVPD basis set

Net charge = +1
HOMO energy = -14.985 eV
DFT total energy = -210.65618 hartree
Kohn-Sham gap = 10.8 eV
Spin multiplicity = 1

Each line ends with the Mulliken charge.
Element x y z (Å)
O: -1.26472 -0.88557 1.54605  -0.68
N: -0.53224 -0.08632 -1.14162  -0.44
C: 1.62611 0.45552 0.09392  -0.65
C: 0.62795 0.97957 -0.75230  -0.06
H: 0.50712 1.79563 -1.39569  0.41
H: 2.20781 1.23002 0.48411  0.29
H: -0.79707 -0.63114 2.39374  0.33
H: 2.12710 -0.53784 0.19578  0.30
H: -0.92556 -0.27495 -0.16856  0.43
H: -0.02213 -0.96313 -1.34704  0.37
H: -1.84992 -1.64826 1.55456  0.33
H: -0.92823 0.10790 -2.14373  0.39

(10)
Molecular formula: C2H8NO
Method: DFT, ωB97M-V with the def2-TZVPD basis set

Net charge = +2
HOMO energy (alpha / beta) = -21.628 / -23.249 eV
DFT total energy = -210.19669 hartree
Kohn-Sham gap (alpha / beta) = 12.0 / 9.8 eV
Spin multiplicity = 2

Each line ends with the Mulliken charge.
Element x y z (Å)
O: 1.09953 0.50909 -1.15240  -0.30
N: -1.11866 -1.75959 -0.18562  -0.36
C: 1.09984 1.15679 0.09694  0.33
C: -0.00013 1.45245 0.90508  -0.53
H: -1.89428 -2.17526 0.30246  0.40
H: 0.10390 2.18143 1.70927  0.33
H: 1.94479 0.94888 -1.53316  0.43
H: 2.10969 1.36172 0.43326  0.40
H: -0.78793 -0.96781 0.23024  0.09
H: -1.06234 1.29834 0.54275  0.37
H: -0.33299 -2.43873 -0.16321  0.43
H: -1.16142 -1.56731 -1.18560  0.43

Please write out number 3 again, unchanged.
Molecular formula: C2H8NO
Method: DFT, ωB97M-V with the def2-TZVPD basis set

Net charge = -1
HOMO energy = -2.433 eV
DFT total energy = -210.94708 hartree
Kohn-Sham gap = 6.6 eV
Spin multiplicity = 1

Each line ends with the Mulliken charge.
Element x y z (Å)
O: 1.46199 1.87960 -0.82046  -1.15
N: -0.04744 -0.36943 0.62025  -0.41
C: 0.20984 -1.45577 -0.26644  -0.91
C: -1.47549 -0.05810 0.68334  -0.84
H: 0.04100 -1.28123 -1.33807  0.32
H: -2.01667 -0.49347 -0.16752  0.27
H: 1.22231 -1.84298 -0.18361  0.30
H: -0.50614 -2.26652 -0.05862  0.34
H: 0.38135 0.54943 0.41059  0.33
H: -1.93902 -0.62977 1.52326  0.26
H: 1.01167 1.11861 -1.16737  0.16
H: -1.76388 0.97382 0.84340  0.32

- Which value of DFT total energy does entry 4 give?
  -210.94511 hartree

- Which value of spin multiplicity does entry 5 give?
  1